Entry 1:
2 unconnected molecules or ions with the total composition C4H9BrN at a distorted geometry. Source: the Open Molecules 2025 dataset; level of theory: ωB97M-V/def2-TZVPD.

Summary:
Energy relative to the best compared isomer or geometry (same formula, charge and spin) ... 75.04 kcal per mole
Spin multiplicity ... 1
Charge ... +1
HOMO-LUMO gap (alpha / beta) ... 7.16 / 9.75 eV
HOMO level (alpha / beta) ... -12.56 / -14.10 eV

CARTESIAN COORDINATES (ANGSTROEM)
C 0.55 0.40 1.30
C 0.08 0.76 -0.03
C 1.27 -1.46 -0.30
C -2.68 1.27 -0.57
N 0.23 -0.63 0.30
Br -3.24 -0.28 0.22
H 1.60 0.51 1.56
H -0.12 0.46 2.15
H 0.63 1.22 -0.83
H 0.87 -1.98 -1.18
H 2.11 -0.84 -0.62
H 1.63 -2.20 0.42
H -2.50 1.26 -1.62
H -2.75 2.18 0.00
H -0.64 -1.15 0.46

Entry 2:
A molecular structure, C26H69B2CoF8N3O14 at a distorted geometry. Source: the Open Molecules 2025 dataset; level of theory: ωB97M-V/def2-TZVPD.

Summary:
Energy relative to the best compared isomer or geometry (same formula, charge and spin) ... 75.58 kcal per mole
Spin multiplicity ... 4
Charge ... 0
HOMO-LUMO gap (alpha / beta) ... 6.82 / 6.81 eV
HOMO level (alpha / beta) ... -7.47 / -7.47 eV

CARTESIAN COORDINATES (ANGSTROEM)
Co 15.17 -7.98 -14.23
B 15.08 -8.68 -11.38
F 15.67 -8.40 -10.17
F 15.98 -8.53 -12.41
F 14.65 -10.00 -11.30
F 14.12 -7.77 -11.62
B 15.00 -5.30 -14.27
F 15.97 -4.63 -14.96
F 14.23 -4.44 -13.45
F 14.15 -6.04 -15.10
F 15.61 -6.12 -13.43
C 17.65 -11.56 -12.36
O 18.99 -12.11 -12.64
C 19.50 -12.79 -11.43
C 21.03 -13.24 -11.71
N 20.98 -14.03 -12.94
C 22.34 -14.38 -13.30
C 23.21 -13.22 -13.74
O 22.76 -12.40 -14.78
C 23.62 -11.28 -15.16
H 16.85 -12.30 -12.33
H 17.33 -10.81 -13.08
H 17.60 -11.04 -11.40
H 18.98 -13.70 -11.13
H 19.59 -12.17 -10.54
H 21.35 -13.87 -10.88
H 21.69 -12.38 -11.64
H 20.50 -14.87 -12.67
H 22.40 -15.07 -14.14
H 22.88 -14.89 -12.50
H 24.16 -13.60 -14.11
H 23.21 -12.50 -12.92
H 23.19 -10.73 -16.00
H 24.59 -11.68 -15.44
H 23.86 -10.64 -14.31
C 12.59 -16.23 -8.69
O 13.43 -15.18 -8.11
C 12.91 -13.84 -8.35
C 13.43 -12.79 -7.33
N 14.83 -12.39 -7.58
C 15.16 -11.70 -8.82
C 16.60 -11.13 -8.77
O 17.53 -12.25 -8.51
C 18.73 -11.81 -7.77
H 12.29 -16.19 -9.73
H 11.69 -16.32 -8.08
H 13.07 -17.17 -8.42
H 11.84 -14.03 -8.34
H 13.09 -13.56 -9.39
H 13.48 -13.23 -6.34
H 12.91 -11.84 -7.38
H 15.42 -13.20 -7.52
H 14.43 -10.93 -9.06
H 15.13 -12.41 -9.65
H 16.58 -10.46 -7.92
H 16.95 -10.45 -9.55
H 18.51 -11.81 -6.70
H 19.34 -10.93 -7.96
H 19.48 -12.60 -7.77
C 11.83 -3.73 -10.95
O 11.82 -4.86 -9.98
C 10.64 -5.70 -10.23
C 10.90 -7.16 -9.88
N 11.78 -7.28 -8.73
C 12.63 -8.43 -8.67
C 13.58 -8.27 -7.42
O 14.02 -6.91 -7.13
C 15.03 -6.88 -6.01
H 11.00 -3.07 -10.70
H 11.60 -4.20 -11.90
H 12.80 -3.23 -11.06
H 10.16 -5.65 -11.20
H 9.84 -5.29 -9.62
H 11.38 -7.61 -10.76
H 9.98 -7.73 -9.74
H 11.21 -7.35 -7.90
H 13.20 -8.63 -9.58
H 12.08 -9.38 -8.63
H 14.40 -8.94 -7.69
H 13.05 -8.71 -6.58
H 14.54 -7.07 -5.06
H 15.41 -5.86 -5.91
H 15.94 -7.46 -6.16
C 19.52 -7.20 -9.52
C 18.64 -8.38 -9.99
O 19.45 -9.52 -10.25
O 20.23 -6.68 -10.67
H 20.30 -7.50 -8.82
H 18.84 -6.44 -9.14
H 18.04 -8.10 -10.85
H 17.99 -8.69 -9.17
H 19.51 -9.66 -11.19
H 21.09 -7.05 -10.84
C 17.47 -8.33 -16.04
C 16.37 -7.79 -16.87
O 15.14 -8.15 -16.26
O 17.22 -8.00 -14.66
H 18.31 -7.69 -16.32
H 17.79 -9.32 -16.35
H 16.40 -8.11 -17.91
H 16.42 -6.70 -16.93
H 14.48 -8.03 -16.95
H 18.06 -8.13 -14.22
C 15.28 -4.55 -10.03
C 15.40 -3.91 -8.65
O 14.00 -3.71 -8.25
O 14.57 -5.79 -9.70
H 16.29 -4.71 -10.41
H 14.67 -3.95 -10.70
H 15.89 -2.96 -8.83
H 16.00 -4.40 -7.89
H 14.03 -2.92 -7.70
H 14.71 -6.42 -10.40
C 12.62 -9.35 -14.85
C 13.55 -10.53 -14.42
O 14.90 -10.04 -14.42
O 13.04 -8.16 -14.13
H 11.58 -9.68 -14.73
H 12.83 -9.23 -15.91
H 13.37 -11.30 -15.16
H 13.12 -10.76 -13.44
H 15.48 -10.78 -14.58
H 12.32 -7.53 -14.09

Entry 3:
3 unconnected molecules or ions with the total composition C5H8O at a distorted geometry. Source: the Open Molecules 2025 dataset; level of theory: ωB97M-V/def2-TZVPD.

Summary:
Energy relative to the best compared isomer or geometry (same formula, charge and spin) ... 102.48 kcal per mole
Spin multiplicity ... 1
Charge ... 0
HOMO-LUMO gap ... 8.24 eV
HOMO level ... -7.96 eV

CARTESIAN COORDINATES (ANGSTROEM)
C -1.88 0.26 -0.63
C -0.53 0.12 -0.01
C 0.52 0.96 -0.02
C 1.62 0.41 0.78
O 1.23 -0.79 1.19
C -0.11 -1.10 0.74
H -2.07 -0.55 -1.34
H -1.98 1.21 -1.16
H -2.68 0.22 0.13
H 0.57 1.93 -0.51
H 2.95 0.43 -0.03
H 3.16 0.21 -0.88
H -0.71 -1.31 1.63
H -0.09 -2.01 0.12

M (g mol⁻¹)
151.03; 880.39; 84.12